C62H75N7O24S5 | ωB97M-V/def2-TZVPD

Its structure (SMILES) is O=[N+]([O-])c1ccccc1.O=[N+]([O-])c1ccccc1.O=[N+]([O-])c1ccccc1.O=[N+]([O-])c1ccccc1.O=[N+]([O-])c1ccccc1.O=[N+]([O-])c1ccccc1.O=[N+]([O-])c1ccccc1.O=S1(=O)CCCC1.O=S1(=O)CCCC1.O=S1(=O)CCCC1.O=S1(=O)CCCC1.O=S1(=O)CCCC1. As for the net charge: 0. Its spin multiplicity is 1. The highest occupied orbital energy is -9.8981 eV. The lowest unoccupied orbital energy is -1.2319 eV.

CARTESIAN COORDINATES (ANGSTROEM)
O  -8.878733  9.860113  -12.695588
N  -8.452947  10.179293  -11.596657
O  -7.931543  11.246277  -11.345175
C  -8.510553  9.194369  -10.492990
C  -8.147750  9.558303  -9.204068
C  -8.116305  8.572506  -8.230666
C  -8.390961  7.238216  -8.506408
C  -8.850022  6.942508  -9.791642
C  -8.853375  7.883158  -10.804404
H  -7.989497  10.601536  -8.966946
H  -7.693410  8.768097  -7.254504
H  -8.219675  6.461518  -7.775685
H  -9.169712  5.956807  -10.097701
H  -9.074063  7.658313  -11.838672
O  -7.318030  1.426809  -13.409638
N  -8.232021  2.071670  -12.926046
O  -9.339930  2.167003  -13.421227
C  -8.015216  2.636625  -11.619296
C  -9.091696  3.048769  -10.834204
C  -8.875970  3.562184  -9.555039
C  -7.565606  3.614231  -9.073266
C  -6.467453  3.232772  -9.818992
C  -6.742158  2.722268  -11.073668
H  -10.123706  2.940493  -11.141543
H  -9.663043  3.947586  -8.924967
H  -7.495805  3.997150  -8.061214
H  -5.514388  3.303292  -9.315518
H  -5.935410  2.272207  -11.642371
O  -0.957350  16.022890  -10.839809
N  -1.750261  15.974090  -11.755871
O  -1.970423  16.880963  -12.528915
C  -2.529032  14.722596  -11.896261
C  -2.338557  13.696736  -11.000586
C  -3.147376  12.574054  -11.045802
C  -4.143344  12.486462  -11.999643
C  -4.348889  13.520405  -12.934774
C  -3.549653  14.651482  -12.835045
H  -1.505927  13.779016  -10.314315
H  -3.100149  11.821759  -10.271394
H  -4.874628  11.695618  -11.871145
H  -5.121583  13.548674  -13.688589
H  -3.791435  15.516095  -13.439519
O  -4.324580  11.673457  -7.334828
N  -5.358015  12.236939  -7.010821
O  -5.658662  13.353796  -7.393992
C  -6.284814  11.545290  -6.125356
C  -6.020231  10.221452  -5.787071
C  -6.922620  9.522598  -5.001237
C  -7.991906  10.212213  -4.451129
C  -8.249956  11.546053  -4.766081
C  -7.382627  12.221745  -5.620155
H  -5.118896  9.785661  -6.200966
H  -6.776048  8.525963  -4.606472
H  -8.612969  9.726391  -3.708416
H  -9.046220  12.057083  -4.245073
H  -7.584610  13.252517  -5.872848
O  -1.758489  -1.857803  -6.244406
N  -1.017061  -1.060525  -6.790851
O  0.195842  -1.120465  -6.822584
C  -1.638084  0.079202  -7.484426
C  -3.013771  0.226068  -7.404598
C  -3.693469  1.212527  -8.094855
C  -2.951983  2.103315  -8.890381
C  -1.561710  1.977420  -8.957842
C  -0.910952  0.951216  -8.276719
H  -3.659437  -0.378624  -6.781707
H  -4.763258  1.286564  -7.960920
H  -3.398457  2.876178  -9.502011
H  -0.957354  2.639284  -9.561152
H  0.148790  0.828239  -8.455070
O  1.298980  2.977279  -9.050880
N  2.115665  3.232140  -8.172222
O  3.221829  2.755446  -8.148352
C  1.717335  4.225599  -7.184064
C  2.636638  4.626512  -6.228917
C  2.340033  5.655033  -5.351275
C  1.029935  6.135053  -5.314344
C  0.062478  5.674689  -6.204215
C  0.442257  4.762624  -7.178586
H  3.636623  4.213607  -6.285593
H  3.052521  5.992405  -4.612597
H  0.728206  6.847558  -4.557489
H  -0.880004  6.202872  -6.234975
H  -0.324164  4.371774  -7.837752
O  -3.968060  4.735842  -11.530120
N  -3.321742  4.019753  -12.275918
O  -2.177881  3.693837  -12.093433
C  -4.010637  3.551894  -13.489869
C  -5.305110  4.004293  -13.732983
C  -5.932874  3.598724  -14.884055
C  -5.325295  2.710436  -15.770624
C  -3.993758  2.346138  -15.579367
C  -3.343211  2.780390  -14.425945
H  -5.736888  4.791918  -13.133390
H  -6.906957  3.972160  -15.173304
H  -5.827466  2.360912  -16.662464
H  -3.508026  1.738962  -16.328204
H  -2.346870  2.374513  -14.306724
O  -0.769693  11.897372  -7.250397
S  -0.059991  10.979387  -8.133062
O  -0.473649  10.848386  -9.529237
C  1.711506  11.146753  -7.900024
C  1.966052  10.511970  -6.547974
C  1.193409  9.172059  -6.500804
C  -0.060309  9.346712  -7.375712
H  2.080825  12.143922  -8.122552
H  2.171303  10.454746  -8.615600
H  3.033876  10.411950  -6.355595
H  1.598380  11.154431  -5.742725
H  0.851387  8.909947  -5.503553
H  1.799928  8.359128  -6.892884
H  -1.038234  9.139586  -6.945966
H  0.021907  8.655518  -8.217240
O  -2.112782  6.894073  -8.071055
S  -3.452346  7.453410  -8.051208
O  -4.065724  7.746625  -6.768817
C  -3.476513  8.966899  -9.148279
C  -4.512761  8.681700  -10.262300
C  -4.492811  7.183544  -10.502597
C  -4.535892  6.490994  -9.165148
H  -2.482191  9.077350  -9.585856
H  -3.597029  9.879298  -8.562533
H  -5.546536  8.896065  -9.969633
H  -4.327620  9.334295  -11.115840
H  -3.672512  6.841979  -11.138572
H  -5.391160  6.949166  -11.083039
H  -4.253203  5.448257  -9.260771
H  -5.495067  6.656231  -8.670234
O  2.614136  6.839476  -12.086178
S  1.647111  7.512988  -11.242768
O  2.033614  8.391354  -10.137907
C  0.413370  8.374070  -12.292065
C  -0.927595  7.742605  -11.945943
C  -0.671069  6.275679  -11.587184
C  0.485780  6.243389  -10.590766
H  0.705217  8.261415  -13.333834
H  0.482423  9.425508  -12.014629
H  -1.383210  8.259228  -11.098744
H  -1.586260  7.867928  -12.806442
H  -0.414643  5.706653  -12.484661
H  -1.549881  5.769478  -11.182542
H  1.048592  5.315715  -10.549278
H  0.173974  6.652080  -9.629522
O  -7.120569  10.509991  -17.620870
S  -6.424820  9.426531  -16.956233
O  -6.443477  8.086506  -17.529450
C  -4.705288  9.935632  -16.505979
C  -4.807117  10.454603  -15.094561
C  -5.806821  9.557066  -14.332879
C  -7.020220  9.345831  -15.222401
H  -4.322187  10.662436  -17.220897
H  -4.046363  9.073397  -16.609329
H  -3.860672  10.368804  -14.555891
H  -5.083455  11.504584  -15.001019
H  -6.110416  9.956208  -13.366715
H  -5.296235  8.599143  -14.201795
H  -7.745122  10.141641  -15.065126
H  -7.475834  8.384901  -14.997643
O  -6.210087  2.622765  -5.915504
S  -5.291627  3.736468  -5.865939
O  -4.821053  4.338131  -7.115799
C  -5.847707  5.119134  -4.816185
C  -4.737046  5.380082  -3.794966
C  -4.121374  4.031131  -3.480450
C  -3.825156  3.394537  -4.867330
H  -6.726324  4.686604  -4.322879
H  -6.258003  5.944130  -5.393539
H  -4.052584  6.114472  -4.222549
H  -5.110521  5.842653  -2.879730
H  -4.711760  3.320855  -2.893394
H  -3.235045  4.047620  -2.842145
H  -3.540552  2.347757  -4.924636
H  -3.054601  4.023506  -5.314435

Forces on the atoms, in the same order (eV/Å):
O 0.08 -0.03 0.50
N 0.13 -0.01 -0.01
O -0.03 0.09 -0.04
C 0.05 -0.50 -0.03
C -0.66 0.26 -0.21
C 0.99 -0.56 0.52
C -0.43 0.57 -1.17
C 0.08 -0.65 -0.38
C 0.11 0.92 0.10
H 0.32 -0.05 -0.01
H -0.31 0.45 0.01
H -0.23 0.00 0.12
H 0.22 -0.16 0.32
H -0.22 -0.21 0.12
O 0.00 0.29 -0.10
N -0.19 -1.31 -0.26
O 0.16 0.39 0.01
C -0.19 0.97 2.03
C -0.81 0.22 0.30
C 1.20 -0.49 -0.76
C -1.05 0.77 0.68
C -1.22 0.00 0.51
C 1.33 -0.83 -0.95
H 0.15 0.02 -0.48
H -0.29 -0.28 -0.12
H 0.58 -0.09 -0.02
H 0.25 -0.18 -0.51
H -0.02 0.24 -0.13
O 0.18 0.03 0.00
N -0.12 -0.27 0.24
O -0.07 -0.03 -0.20
C -0.80 -0.11 -0.21
C 1.12 -0.08 0.19
C -0.35 0.23 -0.01
C -0.81 0.45 -0.22
C 0.75 0.06 0.81
C -0.19 0.34 -0.34
H -0.23 -0.07 0.24
H 0.35 -0.03 -0.01
H 0.07 -0.17 -0.46
H -0.22 -0.36 0.17
H 0.29 -0.04 -0.11
O -0.35 -0.12 0.18
N 0.64 0.68 -0.65
O -0.15 -0.32 0.23
C -0.47 -0.58 0.60
C 0.30 -0.03 -0.69
C 0.06 0.61 0.90
C -0.42 0.39 0.09
C 0.70 -0.37 0.17
C -0.57 0.09 0.06
H -0.10 -0.23 0.16
H 0.41 -0.16 -0.51
H -0.10 -0.09 -0.14
H -0.12 0.12 -0.26
H 0.23 0.02 -0.09
O 0.36 0.16 -0.07
N 0.05 0.23 -0.12
O -0.12 -0.18 0.13
C -0.70 0.28 -0.43
C -0.97 -0.06 0.52
C 0.95 0.73 -0.47
C 0.37 -0.33 0.08
C -0.51 -0.40 0.21
C 0.36 -0.06 -0.19
H 0.53 -0.44 0.10
H -0.05 0.09 -0.18
H -0.25 0.07 0.18
H -0.17 0.03 -0.09
H 0.01 -0.10 0.33
O 0.03 0.08 0.26
N -0.52 0.01 -1.16
O 0.36 -0.03 0.54
C -0.10 0.49 1.07
C 1.05 0.33 -0.61
C -0.94 -0.51 0.39
C 0.00 -0.23 0.16
C 1.09 0.75 -0.10
C -1.05 -0.68 -0.12
H -0.07 -0.06 0.14
H 0.16 0.00 -0.13
H 0.16 0.12 -0.04
H -0.27 -0.52 -0.04
H 0.22 0.18 -0.29
O 0.09 -0.33 0.26
N -0.63 -0.14 -0.71
O 0.44 -0.38 0.14
C -0.03 0.14 -0.47
C 0.43 0.65 -0.18
C -0.40 -0.47 -0.83
C 0.76 0.21 -0.06
C -1.03 0.46 0.42
C 0.42 -1.05 -0.30
H -0.07 -0.27 0.32
H -0.08 0.06 0.34
H -0.20 0.12 0.07
H 0.22 -0.08 0.18
H 0.11 0.50 0.52
O 0.56 -0.37 -0.79
S -0.46 -0.50 0.47
O 0.33 0.41 0.83
C 0.31 -0.65 -0.83
C -0.20 0.52 1.07
C -0.48 0.65 -0.12
C 0.02 -0.76 -1.04
H -0.18 0.15 0.38
H -0.27 0.20 -0.38
H 0.00 -0.23 -0.20
H -0.08 0.08 -0.11
H 0.41 0.13 0.19
H -0.01 -0.01 -0.03
H 0.11 0.29 0.40
H -0.09 0.14 -0.12
O -0.20 0.01 0.15
S 0.24 0.73 -1.66
O -0.04 -0.29 -0.27
C -0.01 -0.18 0.12
C 0.02 0.43 1.01
C -0.24 0.40 -1.18
C 0.00 0.49 0.53
H 0.05 -0.38 0.07
H -0.45 -0.23 0.19
H 0.19 0.34 0.43
H 0.24 -0.32 -0.22
H 0.16 0.24 0.46
H 0.02 -0.30 0.15
H 0.02 0.03 0.56
H -0.20 -0.46 -0.21
O -0.04 0.57 0.42
S -0.82 -0.32 0.32
O 0.08 -0.59 -0.85
C 0.60 0.32 0.58
C 0.04 0.03 -0.10
C -0.10 -0.39 -0.11
C 0.25 1.14 -0.61
H 0.04 -0.24 0.04
H -0.06 0.00 -0.01
H 0.11 0.02 -0.02
H -0.18 -0.18 0.09
H 0.16 0.08 -0.01
H 0.09 0.26 0.14
H -0.13 -0.09 0.23
H 0.02 -0.38 0.18
O 0.55 -0.44 0.20
S -0.29 -0.49 0.45
O 0.26 1.02 0.32
C -0.20 0.04 -0.66
C 0.16 -0.05 1.33
C 0.34 -0.13 -0.70
C 0.08 0.09 0.09
H -0.40 0.14 -0.06
H -0.29 -0.26 0.23
H 0.19 0.11 -0.28
H -0.19 0.00 -0.44
H 0.16 0.05 0.04
H -0.13 -0.07 0.28
H -0.06 0.00 -0.27
H -0.17 -0.03 -0.46
O 0.09 0.44 0.20
S 1.37 1.28 -0.58
O -0.58 -0.65 0.42
C -1.32 -1.05 0.63
C -0.55 0.43 0.13
C 0.74 -1.50 -0.29
C 0.06 0.67 0.48
H 0.11 0.00 0.23
H 0.64 0.10 -0.31
H 0.41 -0.34 -0.03
H -0.29 0.00 -0.13
H -0.83 0.46 -0.22
H 0.33 0.51 -0.47
H -0.17 -0.05 0.14
H 0.06 -0.23 -0.33

Löwdin atomic charge list, values in e, 8 entries:
1 O 0.0701
2 N -0.3376
3 O 0.0806
4 C -0.1436
5 C -0.0019
6 C -0.0563
7 C -0.0495
8 C -0.0542